DFT (wB97M-V/def2-TZVPD) results for C29H33N4O4PdS as an isolated structure at a distorted geometry.

Geometry as XYZ:
```
72
Properties=species:S:1:pos:R:3:forces:R:3:lowdin_charge:R:1
H 2.1691 -3.1294 -0.7719 -0.006 0.025 0.022 0.127
H -0.4326 -4.0345 0.5418 -0.003 -0.002 -0.004 0.079
O -3.4533 -1.2047 0.8363 -0.081 0.050 -0.033 0.051
H 3.2025 1.1164 -2.5777 -0.006 0.022 -0.031 0.117
H 0.9188 -3.3984 -2.9290 0.002 -0.001 0.008 0.066
H 5.9275 -1.9817 5.3963 0.002 0.001 -0.007 0.087
H -5.7841 2.0519 -0.7199 0.101 0.071 -0.270 0.105
C 4.4329 -1.9221 3.8907 0.004 0.008 -0.010 -0.044
C 2.8218 -0.1062 4.0185 -0.109 0.013 -0.005 -0.153
C 5.0633 -1.4491 5.0104 0.020 -0.014 -0.008 -0.133
O 2.7607 -1.7441 2.2546 0.044 -0.152 0.059 -0.130
H -2.2394 2.6096 2.9338 0.002 0.007 0.004 0.107
C 3.2841 -1.2805 3.3083 0.034 0.145 -0.041 -0.408
N 0.8042 0.3045 2.7403 -0.183 0.196 -0.095 -0.124
H -0.0597 1.2719 -0.4283 -0.043 -0.015 0.044 0.092
H 2.5856 2.3749 -5.8375 0.040 0.022 0.002 0.107
C -2.4118 2.2403 -0.8508 -0.344 0.166 0.004 -0.009
C 1.5781 1.1256 -1.5231 -0.523 0.055 0.172 -0.770
C 3.4998 0.3379 5.1638 0.060 0.039 0.038 -0.098
O -0.6032 0.3833 -3.3571 0.218 0.067 -0.158 0.073
H 1.7500 3.0911 -3.6727 -0.002 0.000 -0.026 0.125
H -0.4576 -4.0473 -2.0349 0.000 -0.005 -0.002 0.074
Pd 0.8943 -0.8022 0.9421 -0.075 0.336 0.165 0.696
N 2.2158 1.3128 -2.6743 0.082 -0.053 0.041 0.031
C 0.6314 -3.9414 -2.0246 0.015 0.018 -0.028 -0.102
C -0.7994 0.9278 -2.2936 -0.421 -0.063 0.145 -0.408
C 1.5843 0.5806 3.7100 0.132 -0.131 0.074 -0.100
C -3.7129 2.5319 -0.4689 0.513 0.782 -1.129 -0.096
H 5.1091 0.0744 6.5593 0.003 0.000 -0.001 0.076
C -4.9666 0.5682 1.1412 -0.045 -0.352 0.923 -0.061
C -3.2372 0.5579 -2.3675 -0.037 0.000 0.044 -0.010
H -4.5222 3.5651 2.6605 -0.003 0.023 -0.014 0.102
H 3.1105 1.2179 5.6695 -0.007 -0.008 0.003 0.095
C -2.1749 1.2540 -1.8018 0.306 -0.213 -0.174 -0.133
H 3.1199 -0.3575 -4.5351 0.014 0.018 0.007 0.071
C 0.5164 -1.7761 -0.7589 0.154 -0.222 0.043 -0.280
C -5.2642 1.8267 1.6262 -0.192 -0.336 1.101 -0.143
C 1.8213 2.0205 -3.8895 -0.017 0.087 0.119 -0.184
H 1.0127 -3.4721 1.3928 0.044 -0.017 -0.011 0.053
H -5.7083 -0.0317 0.6290 0.028 -0.013 0.044 0.126
C 0.6588 -3.9664 0.4863 -0.035 0.017 0.027 -0.095
H 0.8624 -1.2524 -1.6546 0.013 -0.038 -0.040 0.031
O -1.1472 -1.0467 1.8278 -0.047 0.254 -0.465 -0.136
H 1.9738 -0.0269 -5.8209 -0.006 0.006 0.015 0.079
H 0.8502 1.6664 -4.2179 -0.091 -0.057 0.041 0.098
C 2.8548 1.7614 -4.9753 -0.024 -0.029 -0.001 -0.246
H 3.7087 0.1294 -6.1234 -0.007 0.006 -0.012 0.068
H 3.8369 2.1101 -4.6387 0.000 0.001 0.005 0.107
S 2.4130 0.7570 -0.1133 0.306 -0.472 -0.058 0.756
N -0.4332 0.9818 2.7001 0.147 -0.106 0.010 0.059
H -5.3603 0.2928 -2.4054 -0.015 -0.013 0.000 0.106
C -2.6946 0.7808 1.9637 -0.120 -0.198 0.194 -0.084
N 0.2088 1.2903 -1.4078 0.299 0.227 -0.374 0.093
H 4.7845 -2.8152 3.3871 0.002 0.001 0.000 0.097
C 1.0743 -3.1949 -0.7641 0.008 -0.021 0.013 -0.501
C -4.7705 1.8351 -1.0324 0.153 0.305 -0.825 -0.107
H -2.5107 -1.4124 1.1166 0.047 0.001 -0.005 0.062
H -3.0257 -0.2083 -3.1008 0.000 -0.005 0.003 0.118
H -6.2632 2.2271 1.4949 -0.005 0.020 0.018 0.109
H -0.5847 -1.8030 -0.7929 -0.013 -0.024 -0.019 0.069
C 4.6120 -0.2945 5.6718 -0.033 0.020 -0.032 -0.149
C -3.0191 2.0525 2.4312 0.044 -0.101 0.179 -0.044
C -1.3310 0.1986 2.1713 -0.073 0.159 0.261 -0.467
C -4.5339 0.8467 -1.9793 0.036 0.080 -0.118 -0.063
C -4.2894 2.5800 2.2760 -0.280 -0.318 0.470 -0.134
H -3.8964 3.2939 0.2763 0.148 -0.057 -0.538 0.097
H 1.0627 -4.9828 0.4753 -0.007 -0.002 -0.006 0.070
H -1.5903 2.7945 -0.4150 -0.008 0.019 0.044 0.123
H 1.0682 -4.9433 -2.0748 -0.003 0.002 0.016 0.066
H 1.2600 1.3591 4.4059 -0.034 -0.047 0.030 0.115
C 2.9218 0.2944 -5.3869 -0.016 -0.022 -0.022 -0.101
C -3.6877 0.0288 1.3109 -0.106 -0.165 0.174 -0.268
```
Positions in Å, forces in eV/Å.

Calculated values
orbital gap: 6.0 eV
total charge: -1
energy: -59075.51758 eV
maximum force: 0.0285 Eh/bohr
energy above the lowest of the compared OMol25 structures with the same formula, charge and spin: 118.7 kJ/mol

***

DFT (wB97M-V/def2-TZVPD) results for an isolated ion of composition C3H9N4 and charge +1 at a distorted geometry.

Geometry as XYZ:
```
16
Properties=species:S:1:pos:R:3:forces:R:3:nbo_charge:R:1
C -0.1226 -1.2376 -0.9998 0.340 -0.244 -0.056 -0.265
N 1.2053 0.5952 -0.1447 -0.875 1.140 0.691 -0.041
H -1.7661 -0.0517 -0.4864 0.245 0.195 0.171 0.408
C -0.8623 1.3991 1.3760 -0.545 0.992 0.776 -0.436
H -0.1365 1.8437 2.0575 -0.073 -0.139 -0.189 0.275
N 1.0400 -0.0565 1.0993 0.779 -0.648 1.152 -0.268
C 1.0692 -0.2623 -1.2734 -0.497 -0.518 -0.626 -0.324
H -1.7121 1.0173 1.9475 0.119 -0.063 -0.069 0.256
H -0.6761 -1.4807 -1.9036 -0.047 -0.016 0.090 0.263
N -0.9798 -0.5367 -0.0580 -0.649 -0.825 -0.300 -0.379
H 0.2270 -2.1728 -0.5585 -0.030 0.125 -0.074 0.222
H -1.2026 2.1529 0.6647 0.048 -0.184 -0.069 0.248
H 1.9877 -0.8354 -1.4198 0.022 0.039 0.067 0.266
N -0.2305 0.3045 0.6941 1.560 0.406 -1.462 0.154
H 1.2513 -1.0553 1.1521 -0.436 -0.138 -0.253 0.378
H 0.9083 0.3763 -2.1470 0.039 -0.120 0.149 0.245
```
Positions in Å, forces in eV/Å.

Calculated values
orbital gap: 10.5 eV
total charge: +1
energy: -9205.83049 eV
maximum force: 0.0423 Eh/bohr
SMILES string: C[N@@+]12NCCN1N2
energy above the lowest of the compared OMol25 structures with the same formula, charge and spin: 558.7 kJ/mol